# 1
{
  "formula": "C2H9NS2",
  "method": "wB97M-V/def2-TZVPD",
  "e_lumo_ev": [-5.2, -8.8],
  "molar_mass_g_mol": 111.2,
  "charge": 1,
  "homo_ev": [-13.689, -13.243],
  "multiplicity": 2,
  "e_above_lowest_ev": 1.040,
  "symbols": ["C", "N", "H", "H", "H", "H", "H", "C", "S", "S", "H", "H", "H", "H"],
  "positions_angstrom": [[0.9012, 0.5501, -2.3380], [0.6310, 2.0276, -2.3899], [0.1332, 0.0545, -2.9280], [1.8917, 0.2747, -2.7146], [0.9065, 0.1747, -1.2442], [1.3682, 2.5495, -2.4960], [0.1541, 2.1798, -3.2322], [-1.1353, 1.0272, 0.9898], [-1.0582, -0.6527, 0.5656], [0.7083, -1.3663, 1.5224], [-0.5510, 1.7023, 0.3559], [-2.0378, 1.6855, 1.1859], [-0.7394, 1.1275, 2.0448], [1.4608, -1.1025, 0.4395]],
  "atomic_forces_ev_per_a": [[0.25, 1.10, 1.17], [-4.24, -5.15, 1.38], [0.07, -0.22, 0.28], [-0.13, 0.05, -0.08], [-0.34, 0.47, -1.38], [5.59, 3.34, -0.01], [-1.38, 0.32, -1.17], [-0.05, 2.50, 2.94], [0.48, -0.31, -0.05], [-1.04, 0.50, -0.39], [0.59, -0.41, -0.44], [-0.21, -1.82, -1.08], [0.37, -0.31, -1.11], [0.04, -0.06, -0.04]]
}

# 2
{
  "formula": "C5H7Br",
  "method": "wB97M-V/def2-TZVPD",
  "e_lumo_ev": [-0.5, -0.5],
  "molar_mass_g_mol": 147.0,
  "homo_ev": [-9.469, -9.470],
  "smiles": "Br[C@@H]1C=CCC1",
  "e_above_lowest_ev": 0.000,
  "symbols": ["C", "C", "C", "C", "C", "Br", "H", "H", "H", "H", "H", "H", "H"],
  "positions_angstrom": [[0.7552, 0.4650, 0.4584], [-0.5580, 0.9173, -0.2113], [0.6402, -1.0185, 0.5276], [-1.3090, -0.3525, -0.5685], [-0.4557, -1.4681, -0.0733], [-3.5754, 0.0171, 0.0848], [1.6226, 0.7255, -0.1569], [0.9113, 0.9063, 1.4429], [-1.1321, 1.5322, 0.4774], [-0.3700, 1.5187, -1.0997], [1.4164, -1.6316, 0.9503], [-1.6407, -0.4553, -1.5932], [-0.7736, -2.4918, -0.1652]],
  "atomic_forces_ev_per_a": [[0.06, 0.12, -0.02], [-0.02, 0.20, 0.21], [-0.05, 0.18, -0.23], [-0.36, 0.33, -0.27], [-1.62, 0.07, 0.51], [2.04, -0.66, -0.24], [-0.02, 0.07, 0.09], [0.03, 0.05, 0.02], [-0.08, 0.00, -0.09], [-0.08, 0.00, -0.04], [0.12, -0.21, 0.04], [-0.15, 0.04, 0.08], [0.12, -0.21, -0.06]]
}

# 3
{
  "formula": "C12H19N2O",
  "method": "wB97M-V/def2-TZVPD",
  "e_lumo_ev": -4.2,
  "molar_mass_g_mol": 207.3,
  "charge": 1,
  "homo_ev": -11.792,
  "e_above_lowest_ev": 0.495,
  "symbols": ["O", "C", "C", "C", "N", "C", "C", "C", "C", "H", "H", "H", "H", "H", "H", "H", "H", "H", "H", "H", "H", "H", "H", "N", "C", "C", "C", "C", "C", "H", "H", "H", "H", "H"],
  "positions_angstrom": [[-0.1286, 0.0781, -1.5524], [-1.3939, -0.5640, -1.6311], [-1.7898, -1.2821, -0.3506], [-1.2113, -2.6974, -0.2073], [0.1165, -2.7068, 0.4186], [0.3571, -2.9270, 1.6531], [1.7986, -2.7740, 2.0032], [2.2796, -1.9558, 0.7885], [1.3799, -2.4501, -0.3274], [0.0963, 0.2427, -0.6393], [-1.3395, -1.2722, -2.4580], [-2.1554, 0.1741, -1.8845], [-1.4594, -0.6835, 0.5017], [-2.8721, -1.3597, -0.2939], [-1.1017, -3.1646, -1.1820], [-1.8563, -3.3077, 0.4194], [-0.4383, -3.1838, 2.3427], [2.2801, -3.7464, 2.0928], [1.8769, -2.2139, 2.9312], [3.3320, -2.0658, 0.5512], [2.0770, -0.9050, 0.9918], [1.2192, -1.7970, -1.1785], [1.7112, -3.4211, -0.7021], [-1.8152, 4.1533, 0.0847], [-0.9050, 4.7182, 0.8739], [0.4629, 4.6111, 0.6658], [0.9097, 3.8745, -0.4199], [-0.0276, 3.2858, -1.2551], [-1.3719, 3.4613, -0.9606], [-1.2928, 5.2869, 1.7115], [1.1564, 5.0986, 1.3369], [1.9690, 3.7685, -0.6167], [0.2726, 2.7008, -2.1123], [-2.1363, 3.0239, -1.5952]],
  "atomic_forces_ev_per_a": [[0.24, -0.53, -0.38], [-0.13, 0.22, 0.04], [0.39, -0.13, -0.12], [-0.09, 0.04, 0.09], [0.09, 0.10, 0.11], [-0.01, -0.19, 0.09], [-0.36, 0.66, -0.36], [0.18, -0.02, -0.02], [0.05, -0.34, -0.14], [-0.10, 0.44, 0.34], [-0.04, -0.01, -0.10], [-0.04, 0.07, 0.04], [-0.23, 0.09, 0.15], [-0.10, -0.03, -0.01], [-0.07, -0.15, -0.05], [-0.02, -0.09, -0.02], [-0.07, -0.02, -0.05], [0.02, -0.12, 0.13], [0.22, -0.23, 0.21], [0.07, -0.06, 0.07], [0.07, 0.11, -0.09], [-0.11, 0.25, 0.13], [0.01, -0.04, -0.06], [-0.02, -0.01, 0.01], [-0.02, 0.02, 0.03], [0.01, -0.02, -0.01], [0.00, 0.01, 0.02], [0.05, 0.02, 0.03], [-0.03, -0.08, 0.00], [0.03, 0.00, 0.01], [0.00, 0.01, 0.01], [0.00, 0.02, -0.01], [-0.01, 0.02, -0.04], [0.02, 0.00, -0.03]]
}

# 4
{
  "formula": "Be6O16P4Sr",
  "method": "wB97M-V/def2-TZVPD",
  "e_lumo_ev": -11.3,
  "molar_mass_g_mol": 521.6,
  "charge": 2,
  "homo_ev": -12.702,
  "symbols": ["Sr", "Be", "Be", "Be", "Be", "Be", "Be", "P", "O", "O", "O", "O", "P", "O", "O", "O", "O", "P", "O", "O", "O", "O", "P", "O", "O", "O", "O"],
  "positions_angstrom": [[6.8038, 19.7649, 5.7883], [4.4285, 21.0883, 12.6365], [8.6929, 13.3962, 9.1739], [13.3687, 17.1319, 9.5523], [7.5213, 16.3882, 14.6906], [11.8993, 21.4520, 14.9423], [8.4318, 25.5453, 9.6824], [9.0349, 19.8242, 11.0155], [8.5427, 20.0268, 12.5473], [10.6613, 20.0340, 11.1090], [8.3894, 20.7965, 9.8652], [9.0938, 18.2564, 10.6218], [12.1872, 18.1762, 4.8545], [12.8988, 17.4404, 3.6756], [11.5598, 17.0250, 5.8240], [10.9391, 19.0511, 4.3596], [13.1623, 19.0345, 5.5659], [1.8418, 21.4770, 6.7342], [1.7216, 22.9590, 6.2728], [2.4955, 20.7383, 5.5398], [0.4221, 20.9346, 6.8553], [2.5834, 21.1762, 8.0542], [11.9408, 16.8524, 18.1766], [11.4850, 15.4491, 18.6810], [11.5356, 17.2709, 16.6605], [13.3254, 16.2225, 18.3016], [11.9801, 18.0297, 19.1409]],
  "atomic_forces_ev_per_a": [[0.00, 0.20, 0.21], [0.04, 0.02, -0.08], [0.02, -0.03, -0.02], [-0.10, 0.09, -0.27], [0.20, 0.12, 0.06], [-0.09, -0.29, 0.09], [-0.01, -0.02, 0.02], [-0.06, 1.36, -0.43], [1.21, -0.42, -4.04], [-3.28, -1.04, -0.09], [1.62, -3.44, 3.49], [0.26, 3.39, 0.68], [-3.77, -1.97, -0.55], [-0.84, 0.75, 1.77], [1.31, 2.28, -2.16], [1.76, -1.58, 1.16], [0.89, 0.63, 0.34], [0.95, -0.19, -0.15], [-0.03, -1.81, 0.67], [0.71, 0.57, 0.46], [-0.22, 0.67, 0.28], [-0.42, 0.51, -1.22], [-1.19, 3.95, -2.02], [1.99, 0.76, -0.68], [0.48, -0.85, 3.90], [-0.23, -2.79, 0.20], [-1.19, -0.86, -1.64]]
}